{"formula": "C10H30O10", "method": "the ωB97M-V functional and the def2-TZVPD basis", "de_lowest_kj_mol": 592.4, "smiles": "OCCO.OCCO.OCCO.OCCO.OCCO", "gap_ev": 9.494, "multiplicity": 1, "fmax_ev_per_a": 7.26, "species": ["O", "C", "C", "O", "H", "H", "H", "H", "H", "H", "O", "C", "C", "O", "H", "H", "H", "H", "H", "H", "O", "C", "C", "O", "H", "H", "H", "H", "H", "H", "O", "C", "C", "O", "H", "H", "H", "H", "H", "H", "O", "C", "C", "O", "H", "H", "H", "H", "H", "H"], "xyz": [[-0.021300, -1.345980, 2.216840], [1.155700, -0.872980, 1.675840], [1.336700, 0.626020, 1.974840], [0.473700, 1.291020, 1.172840], [-0.848300, -0.690980, 2.091840], [1.911700, -1.463980, 1.993840], [1.020700, -1.022980, 0.473840], [2.238700, 0.828020, 1.748840], [1.117700, 1.054020, 3.076840], [0.641700, 2.286020, 1.350840], [1.746700, 1.270020, -3.362160], [1.270700, 0.193020, -2.501160], [0.507700, -0.748980, -3.387160], [0.286700, -1.892980, -2.612160], [1.130700, 1.854020, -3.786160], [1.956700, -0.506980, -1.902160], [0.539700, 0.596020, -1.703160], [1.252700, -0.848980, -4.376160], [-0.362300, -0.229980, -3.662160], [1.156700, -2.095980, -2.310160], [-3.053300, -0.168980, -1.642160], [-2.289300, 0.291020, -0.516160], [-3.051300, 0.068020, 0.797840], [-2.410300, 0.652020, 1.874840], [-2.613300, 0.270020, -2.331160], [-1.371300, -0.208980, -0.720160], [-2.034300, 1.429020, -0.746160], [-2.940300, -0.990980, 0.812840], [-4.005300, 0.537020, 0.544840], [-2.365300, 1.548020, 1.770840], [-3.884300, -4.546980, 0.081840], [-2.996300, -4.276980, 1.247840], [-1.580300, -3.917980, 0.602840], [-0.847300, -3.899980, 1.798840], [-4.874300, -4.839980, 0.289840], [-3.496300, -3.444980, 1.950840], [-2.847300, -5.092980, 1.892840], [-1.766300, -3.000980, 0.203840], [-1.426300, -4.584980, -0.174160], [-0.504300, -3.080980, 1.948840], [4.893700, 3.599020, -0.470160], [3.784700, 3.231020, 0.266840], [2.773700, 4.375020, 0.322840], [1.665700, 4.004020, 1.003840], [4.729700, 4.066020, -1.239160], [3.292700, 2.413020, -0.333160], [4.048700, 2.927020, 1.222840], [2.400700, 4.722020, -0.563160], [3.349700, 5.061020, 1.045840], [0.904700, 4.585020, 0.880840]], "forces_ev_per_a": [[-3.9, 0.9, 0.7], [-3.2, 2.6, -3.3], [-4.9, -2.0, 3.9], [-1.5, 3.9, -1.3], [2.9, -1.6, 0.3], [2.5, -1.8, 1.1], [0.9, 0.7, 2.4], [6.9, 1.7, -1.4], [0.7, -1.9, -1.7], [-0.3, -2.2, -0.8], [2.4, -1.2, 1.6], [-2.1, 1.2, 0.5], [3.4, 0.0, -1.3], [-1.4, -0.2, -1.0], [-1.1, -0.2, 0.3], [0.4, 2.1, -1.1], [1.2, -0.4, -1.0], [-2.2, -0.3, 2.2], [-1.6, -0.1, -0.7], [0.8, -0.9, 0.6], [-1.5, -0.4, 1.7], [0.5, 2.8, -1.9], [1.1, 1.0, -3.0], [0.1, -3.8, 1.5], [0.5, 0.5, -1.9], [1.2, -0.5, 1.3], [-0.6, -1.7, 1.0], [-1.1, -1.0, 1.1], [-0.5, -0.8, 0.6], [0.3, 3.6, -0.5], [-2.2, -0.8, 1.5], [-1.9, 2.1, -1.8], [-4.0, -0.5, 4.5], [0.0, -4.2, -1.1], [3.5, 1.0, -0.1], [1.4, -1.3, -1.7], [0.0, -1.5, 0.5], [0.3, 3.0, -1.3], [1.2, -1.7, -1.1], [1.7, 3.9, 0.6], [2.5, -0.9, 2.6], [-2.8, -0.4, -4.2], [3.3, 0.5, 3.7], [-3.2, -1.8, 2.1], [-1.0, 1.3, -2.2], [0.2, 0.1, 1.1], [0.6, -0.6, 1.7], [0.4, 1.4, -2.8], [-0.7, 0.3, -1.8], [0.5, 0.1, -0.1]], "lowdin_charge": [-0.108, -0.214, -0.276, -0.100, 0.149, 0.084, 0.161, 0.029, 0.181, 0.111, -0.081, -0.246, -0.297, -0.045, 0.072, 0.138, 0.120, 0.180, 0.091, 0.060, -0.058, -0.245, -0.219, -0.022, 0.039, 0.077, 0.153, 0.107, 0.135, 0.046, -0.162, -0.193, -0.197, -0.035, 0.135, 0.146, 0.076, 0.068, 0.099, -0.023, -0.020, -0.247, -0.265, -0.070, 0.054, 0.136, 0.105, 0.101, 0.155, 0.114]}